# 1
{"formula": "C3H5N3", "method": "ωB97M-V/def2-TZVPD", "de_lowest_kcal_mol": 11.09, "e_homo_ev": -8.076, "energy_ev": -7661.9746, "smiles": "Nc1cc[nH]n1", "e_lumo_ha": 0.0431, "orbital_gap_ev": 9.248, "elements": ["N", "C", "C", "C", "N", "N", "H", "H", "H", "H", "H"], "coordinates": [[-1.97, -0.37, 0.19], [-0.61, -0.19, 0.00], [0.12, 1.02, 0.04], [1.44, 0.61, 0.01], [1.43, -0.73, -0.08], [0.18, -1.25, -0.11], [-2.60, 0.37, -0.07], [-2.30, -1.31, 0.03], [-0.25, 2.03, 0.09], [2.36, 1.17, 0.10], [2.21, -1.35, -0.20]], "lowdin_charge": [0.098, -0.441, -0.041, -0.125, -0.056, 0.058, 0.081, 0.083, 0.091, 0.110, 0.142]}


# 2
{"formula": "C58H47GeMnN2O3P2", "method": "ωB97M-V/def2-TZVPD", "spin_multiplicity": 5, "e_homo_ev": [0.948, -0.723], "energy_ev": -176443.5988, "charge": -2, "e_lumo_ha": [0.1481, 0.1482], "s_squared": 6.22, "orbital_gap_ev": [3.082, 4.754], "elements": ["Mn", "N", "C", "C", "O", "O", "H", "H", "H", "H", "O", "C", "C", "C", "C", "C", "C", "P", "C", "C", "C", "C", "C", "C", "C", "C", "C", "C", "C", "C", "C", "C", "C", "C", "C", "C", "P", "C", "C", "C", "C", "C", "C", "C", "C", "C", "C", "C", "C", "H", "H", "H", "H", "H", "H", "H", "H", "H", "H", "H", "H", "H", "H", "H", "H", "H", "H", "H", "H", "H", "H", "H", "H", "H", "H", "H", "H", "N", "C", "C", "Ge", "C", "C", "C", "C", "C", "C", "C", "C", "C", "C", "C", "C", "C", "C", "C", "C", "C", "C", "H", "H", "H", "H", "H", "H", "H", "H", "H", "H", "H", "H", "H", "H", "H"], "coordinates": [[0.51, 0.09, 0.32], [1.71, -3.24, -0.61], [3.07, -2.72, -0.75], [3.32, -1.19, -0.68], [4.44, -0.81, -1.04], [2.36, -0.43, -0.29], [1.36, -2.98, 0.30], [1.10, -2.77, -1.25], [3.50, -3.06, -1.69], [3.67, -3.16, 0.04], [-0.48, 1.27, 3.74], [-0.21, 2.60, 3.86], [0.06, 3.26, 5.05], [0.18, 4.64, 5.04], [0.01, 5.35, 3.86], [-0.19, 4.67, 2.67], [-0.25, 3.28, 2.62], [-0.35, 2.10, 1.16], [-0.39, 3.30, -0.24], [-1.21, 2.97, -1.34], [-1.42, 3.90, -2.36], [-0.73, 5.10, -2.36], [0.22, 5.35, -1.38], [0.39, 4.45, -0.33], [-2.17, 1.85, 1.44], [-2.63, 0.58, 1.81], [-3.97, 0.36, 2.07], [-4.88, 1.40, 1.95], [-4.44, 2.67, 1.58], [-3.09, 2.89, 1.34], [-0.10, 0.35, 4.72], [-0.66, 0.35, 5.97], [-0.15, -0.51, 6.97], [0.98, -1.29, 6.67], [1.51, -1.31, 5.39], [0.92, -0.56, 4.33], [1.09, -1.08, 2.57], [0.45, -2.79, 2.69], [-0.71, -3.07, 1.96], [-1.37, -4.28, 2.06], [-0.89, -5.27, 2.92], [0.25, -5.01, 3.67], [0.91, -3.79, 3.57], [2.93, -1.22, 2.62], [3.68, -2.39, 2.54], [5.07, -2.35, 2.56], [5.73, -1.14, 2.66], [4.99, 0.04, 2.73], [3.61, -0.01, 2.72], [0.16, 2.71, 5.97], [0.37, 5.16, 5.97], [0.06, 6.43, 3.86], [-0.31, 5.25, 1.76], [-2.25, 1.48, -2.24], [-2.07, 3.65, -3.19], [-0.88, 5.81, -3.16], [0.83, 6.25, -1.42], [1.15, 4.63, 0.42], [-1.91, -0.22, 1.88], [-4.31, -0.62, 2.37], [-5.94, 1.23, 2.15], [-5.15, 3.48, 1.48], [-2.75, 3.88, 1.07], [-1.48, 1.03, 6.20], [-0.59, -0.53, 7.95], [1.46, -1.87, 7.45], [2.41, -1.88, 5.20], [-1.07, -2.31, 1.26], [-2.25, -4.47, 1.46], [-1.40, -6.22, 2.99], [0.64, -5.78, 4.33], [1.79, -3.62, 4.17], [3.18, -3.35, 2.44], [5.64, -3.27, 2.50], [6.81, -1.11, 2.65], [5.50, 1.00, 2.78], [3.03, 0.91, 2.76], [-1.72, 1.69, -1.41], [-0.93, 0.64, -0.90], [-0.55, -0.54, -1.35], [-0.76, -0.83, -3.24], [-2.63, -0.95, -3.88], [-3.35, -2.14, -3.73], [-4.70, -2.21, -4.03], [-5.37, -1.09, -4.50], [-4.68, 0.11, -4.66], [-3.32, 0.17, -4.35], [0.04, 0.73, -4.19], [0.99, 1.53, -3.56], [1.62, 2.57, -4.25], [1.32, 2.81, -5.58], [0.39, 2.00, -6.23], [-0.23, 0.96, -5.54], [0.25, -2.23, -4.20], [-0.25, -2.86, -5.33], [0.56, -3.68, -6.11], [1.89, -3.87, -5.77], [2.41, -3.24, -4.65], [1.60, -2.42, -3.88], [-2.84, -3.02, -3.37], [-5.24, -3.14, -3.90], [-6.43, -1.13, -4.73], [-5.19, 0.99, -5.02], [-2.79, 1.11, -4.49], [1.24, 1.35, -2.52], [2.34, 3.19, -3.73], [1.81, 3.62, -6.11], [0.16, 2.17, -7.28], [-0.94, 0.32, -6.07], [-1.29, -2.72, -5.61], [0.16, -4.15, -7.00], [2.52, -4.50, -6.39], [3.45, -3.37, -4.37], [2.03, -1.89, -3.03]], "lowdin_charge": [0.272, 0.039, -0.211, -0.659, -0.022, -0.164, 0.016, 0.013, 0.089, 0.088, -0.072, -0.259, -0.011, -0.107, -0.118, -0.102, -0.226, 1.079, -0.276, -0.283, -0.040, -0.115, -0.117, -0.114, -0.321, -0.083, -0.079, -0.114, -0.101, -0.084, -0.295, -0.083, -0.148, -0.149, -0.138, -0.289, 1.067, -0.352, -0.127, -0.107, -0.125, -0.109, -0.107, -0.353, -0.113, -0.099, -0.109, -0.085, -0.096, 0.103, 0.092, 0.087, 0.081, 0.097, 0.105, 0.091, 0.088, 0.102, 0.077, 0.098, 0.087, 0.089, 0.108, 0.107, 0.063, 0.081, 0.081, 0.070, 0.092, 0.082, 0.089, 0.077, 0.092, 0.094, 0.089, 0.095, 0.105, 0.058, -0.462, -0.245, 0.981, -0.263, -0.115, -0.102, -0.113, -0.099, -0.124, -0.250, -0.082, -0.083, -0.113, -0.111, -0.124, -0.256, -0.119, -0.111, -0.111, -0.080, -0.095, 0.104, 0.094, 0.090, 0.094, 0.085, 0.099, 0.103, 0.088, 0.088, 0.094, 0.087, 0.089, 0.089, 0.101, 0.091]}


# 3
{"formula": "C2H6N2OS", "method": "ωB97M-V/def2-TZVPD", "de_lowest_kcal_mol": 119.77, "e_homo_ev": -8.012, "energy_ev": -18029.6118, "e_lumo_ha": 0.0080, "orbital_gap_ev": 8.230, "elements": ["C", "C", "H", "H", "H", "H", "H", "H", "N", "N", "O", "S"], "coordinates": [[0.49, -1.14, -0.26], [-0.49, 0.00, -0.03], [2.29, -1.15, 1.41], [2.58, -1.52, -0.37], [0.04, -1.96, -0.05], [0.83, -0.92, -1.23], [-0.24, 2.15, -0.13], [1.98, 0.56, 0.19], [2.01, -0.96, 0.17], [0.19, 1.17, 0.12], [1.43, 1.39, -0.13], [-2.15, -0.18, 0.06]], "lowdin_charge": [-0.144, -0.816, 0.232, 0.024, 0.027, 0.114, 0.202, 0.053, -0.036, -0.136, -0.087, 0.567]}